DFT (ωB97M-V with the def2-TZVPD basis set) results for 12 unconnected molecules or ions with the total composition C47H95NO23 in a non-equilibrium geometry.

Summary:
Gap between HOMO and LUMO in eV: 9.50
SMILES string: CCOC(C)=O.CCOC(C)=O.CCOC(C)=O.CCOC(C)=O.CCOC(C)=O.CCOC(C)=O.CCOC(C)=O.CCOC(C)=O.CCOC(C)=O.CCOC(C)=O.CCOC(C)=O.CN(C)C=O
Maximum force in Eh/bohr: 0.0522
E_HOMO in eV: -9.162
Relative energy (zero: lowest compared OMol25 entry of this formula, charge and spin) in kcal/mol: 0.0

The geometry in ORCA input format:
```
! wB97M-V def2-TZVPD RIJCOSX def2/J DEFGRID3
* xyz 0 1
C 1.37 1.30 9.32
C 0.40 0.90 8.21
O 1.05 0.98 6.93
C 0.34 1.20 5.78
C 1.15 1.23 4.55
O -0.88 1.31 5.72
H 2.08 0.50 9.49
H 0.84 1.34 10.28
H 1.72 2.32 9.18
H 0.06 -0.13 8.30
H -0.54 1.46 8.21
H 1.78 0.35 4.42
H 1.77 2.12 4.46
H 0.43 1.25 3.73
C -3.99 -0.66 -1.64
C -5.32 0.07 -1.50
O -4.93 1.34 -0.98
C -5.91 2.25 -0.90
C -5.53 3.43 -0.09
O -7.06 2.13 -1.29
H -3.59 -0.89 -0.66
H -3.25 0.01 -2.08
H -4.18 -1.55 -2.24
H -5.89 0.09 -2.43
H -5.95 -0.43 -0.77
H -4.68 3.96 -0.53
H -5.15 3.16 0.90
H -6.37 4.10 0.11
C 2.75 0.59 -5.17
C 3.50 -0.13 -4.05
O 4.36 -1.17 -4.52
C 5.31 -1.58 -3.68
C 6.14 -2.72 -4.21
O 5.57 -1.05 -2.61
H 1.97 1.24 -4.76
H 2.16 -0.03 -5.83
H 3.42 1.20 -5.77
H 3.98 0.65 -3.47
H 2.68 -0.55 -3.45
H 6.05 -2.76 -5.30
H 5.80 -3.68 -3.83
H 7.19 -2.49 -4.02
C 0.90 -2.14 1.91
C 0.40 -2.27 3.33
O -0.38 -3.45 3.46
C -1.54 -3.58 2.82
C -2.04 -4.97 2.87
O -2.11 -2.73 2.12
H 0.14 -2.12 1.13
H 1.58 -2.99 1.81
H 1.51 -1.26 1.69
H 1.30 -2.20 3.94
H -0.23 -1.42 3.60
H -1.34 -5.50 3.51
H -1.98 -5.38 1.86
H -3.07 -5.04 3.22
C -1.05 3.69 2.89
C 0.31 4.36 2.73
O 0.16 5.40 1.75
C 0.94 6.51 1.76
C 0.56 7.55 0.70
O 1.78 6.77 2.59
H -1.00 2.67 3.29
H -1.51 3.51 1.92
H -1.66 4.40 3.45
H 0.68 4.78 3.67
H 1.08 3.69 2.36
H -0.27 7.22 0.08
H 1.43 7.86 0.13
H 0.27 8.44 1.26
C -7.52 -2.93 3.73
C -6.54 -2.10 4.51
O -5.49 -1.73 3.63
C -5.61 -0.49 3.08
C -4.26 0.00 2.56
O -6.62 0.14 2.98
H -8.43 -3.21 4.27
H -7.04 -3.86 3.44
H -7.85 -2.51 2.78
H -7.02 -1.23 4.95
H -6.16 -2.57 5.42
H -4.45 0.65 1.71
H -3.61 -0.83 2.29
H -3.83 0.64 3.34
C 4.34 4.51 -5.39
C 4.19 4.57 -3.85
O 2.82 4.49 -3.47
C 2.37 3.56 -2.64
C 0.93 3.83 -2.25
O 3.00 2.58 -2.32
H 4.03 3.58 -5.86
H 5.32 4.81 -5.74
H 3.67 5.25 -5.83
H 4.85 3.85 -3.38
H 4.47 5.58 -3.57
H 0.57 4.71 -2.77
H 1.02 4.09 -1.19
H 0.27 2.99 -2.45
C 4.94 0.38 0.81
C 4.65 -0.58 1.95
O 5.60 -1.65 1.89
C 5.32 -2.76 2.52
C 6.43 -3.78 2.32
O 4.33 -3.02 3.18
H 6.00 0.51 0.57
H 4.43 1.34 0.91
H 4.47 -0.02 -0.09
H 4.75 -0.08 2.91
H 3.64 -0.98 1.83
H 7.07 -3.47 1.49
H 6.07 -4.81 2.33
H 7.05 -3.63 3.21
C 2.18 -5.30 -4.51
C 1.92 -3.99 -3.71
O 2.91 -3.83 -2.69
C 2.72 -2.96 -1.69
C 3.71 -3.10 -0.53
O 1.84 -2.11 -1.63
H 1.50 -5.25 -5.37
H 1.88 -6.18 -3.95
H 3.19 -5.46 -4.88
H 2.00 -3.12 -4.36
H 0.90 -4.01 -3.31
H 4.59 -2.49 -0.73
H 3.97 -4.15 -0.41
H 3.20 -2.79 0.38
C -1.49 -7.85 -2.75
C -0.31 -7.22 -2.03
O -0.52 -5.79 -1.93
C -1.33 -5.26 -0.97
C -1.29 -3.74 -1.02
O -1.76 -5.91 -0.05
H -2.43 -7.44 -2.39
H -1.63 -8.89 -2.45
H -1.56 -7.63 -3.82
H -0.30 -7.59 -1.00
H 0.61 -7.41 -2.56
H -1.49 -3.39 -0.01
H -2.07 -3.30 -1.64
H -0.36 -3.30 -1.38
C -5.13 3.84 -4.20
C -3.64 3.60 -4.52
O -2.94 4.69 -4.03
C -2.36 4.70 -2.83
C -1.83 6.08 -2.43
O -2.17 3.80 -2.04
H -5.71 2.96 -4.46
H -5.59 4.68 -4.72
H -5.21 3.93 -3.12
H -3.20 2.70 -4.09
H -3.55 3.52 -5.61
H -1.52 6.68 -3.29
H -1.02 6.02 -1.71
H -2.62 6.73 -2.06
C -0.23 0.41 -1.55
N 0.04 0.70 -0.13
C -1.09 0.55 0.69
C 1.26 1.02 0.29
O 1.60 1.11 1.48
H -0.98 1.07 -2.00
H -0.66 -0.57 -1.75
H 0.64 0.32 -2.21
H -1.93 1.07 0.21
H -1.38 -0.49 0.82
H -1.05 1.00 1.68
H 1.98 1.04 -0.55
*
```

DFT (ωB97M-V with the def2-TZVPD basis set) results for a molecular structure, C13H15AsN4S3Tc.

Summary:
Gap between HOMO and LUMO (alpha / beta) in eV: 4.64 / 4.06
Maximum force in Eh/bohr: 0.0174
E_HOMO (alpha / beta) in eV: -13.919 / -13.904
<S²>: 3.79
Relative energy (zero: lowest compared OMol25 entry of this formula, charge and spin) in kcal/mol: 0.0

The geometry in ORCA input format:
```
! wB97M-V def2-TZVPD RIJCOSX def2/J DEFGRID3
* xyz 2 4
Tc 1.00 0.37 -0.06
S -0.56 1.23 1.27
C -1.94 0.32 0.67
C -3.03 0.15 1.56
N -3.90 0.05 2.31
C -1.93 -0.15 -0.60
S -0.53 0.12 -1.64
C -3.01 -0.86 -1.20
N -3.88 -1.44 -1.68
N 3.25 -5.12 3.78
C 3.35 -4.93 2.45
S 4.26 -5.79 1.43
C 2.57 -3.73 1.94
C 2.24 -2.64 2.74
C 1.59 -1.55 2.19
N 1.25 -1.51 0.88
C 1.54 -2.59 0.10
C 2.20 -3.68 0.60
H 3.76 -5.90 4.18
H 2.57 -4.67 4.37
H 2.49 -2.59 3.79
H 1.30 -0.71 2.79
H 1.21 -2.54 -0.93
H 2.43 -4.53 -0.04
C 0.63 3.59 -2.23
As 1.79 2.61 -1.05
C 2.28 3.82 0.36
C 3.40 2.24 -2.05
H 1.19 4.47 -2.55
H -0.27 3.88 -1.70
H 0.38 2.97 -3.09
H 2.89 4.61 -0.09
H 2.86 3.32 1.14
H 1.38 4.25 0.79
H 3.87 3.20 -2.28
H 3.15 1.73 -2.97
H 4.10 1.64 -1.46
*
```

Copy entry 2 word for word.
DFT (ωB97M-V with the def2-TZVPD basis set) results for a molecular structure, C13H15AsN4S3Tc.

Summary:
Gap between HOMO and LUMO (alpha / beta) in eV: 4.64 / 4.06
Maximum force in Eh/bohr: 0.0174
E_HOMO (alpha / beta) in eV: -13.919 / -13.904
<S²>: 3.79
Relative energy (zero: lowest compared OMol25 entry of this formula, charge and spin) in kcal/mol: 0.0

The geometry in ORCA input format:
```
! wB97M-V def2-TZVPD RIJCOSX def2/J DEFGRID3
* xyz 2 4
Tc 1.00 0.37 -0.06
S -0.56 1.23 1.27
C -1.94 0.32 0.67
C -3.03 0.15 1.56
N -3.90 0.05 2.31
C -1.93 -0.15 -0.60
S -0.53 0.12 -1.64
C -3.01 -0.86 -1.20
N -3.88 -1.44 -1.68
N 3.25 -5.12 3.78
C 3.35 -4.93 2.45
S 4.26 -5.79 1.43
C 2.57 -3.73 1.94
C 2.24 -2.64 2.74
C 1.59 -1.55 2.19
N 1.25 -1.51 0.88
C 1.54 -2.59 0.10
C 2.20 -3.68 0.60
H 3.76 -5.90 4.18
H 2.57 -4.67 4.37
H 2.49 -2.59 3.79
H 1.30 -0.71 2.79
H 1.21 -2.54 -0.93
H 2.43 -4.53 -0.04
C 0.63 3.59 -2.23
As 1.79 2.61 -1.05
C 2.28 3.82 0.36
C 3.40 2.24 -2.05
H 1.19 4.47 -2.55
H -0.27 3.88 -1.70
H 0.38 2.97 -3.09
H 2.89 4.61 -0.09
H 2.86 3.32 1.14
H 1.38 4.25 0.79
H 3.87 3.20 -2.28
H 3.15 1.73 -2.97
H 4.10 1.64 -1.46
*
```

- What is the relative energy (zero: lowest compared OMol25 entry of this formula, charge and spin) in the first record?
  0.0 kcal/mol